1.
12
Properties=species:S:1:pos:R:3:forces:R:3 method="wB97M-V/def2-TZVPD" s2=2.01 e_above_lowest_kcal_mol=28.7 e_homo_ha="-0.192 / -0.361" multiplicity=3 homo_lumo_gap_ev="5.9845 / 6.3597"
C 0.2616 -0.3440 -0.4121 1.640 0.586 1.171
C -0.3461 0.8428 1.6174 -1.501 0.272 1.961
C -0.1497 -0.7991 -1.7662 1.980 -3.429 2.882
N 1.4230 -0.6609 -0.0187 0.516 -0.199 0.271
O -0.6103 0.4619 0.3034 -0.422 -0.134 -2.132
I -1.2137 0.7509 -2.7629 -2.335 3.340 -2.237
H -1.3677 0.7587 2.0987 1.210 -0.961 0.094
H -0.2875 1.9524 1.8572 1.242 -1.048 -1.204
H 0.4623 0.1768 2.0391 -1.155 1.141 0.130
H -0.7023 -1.7254 -1.5868 -0.447 0.127 -0.483
H 0.7918 -1.0638 -2.2737 -0.370 0.184 -0.002
H 1.7387 -0.3504 0.9048 -0.358 0.121 -0.450

***

2.
73
Properties=species:S:1:pos:R:3:forces:R:3 method="wB97M-V/def2-TZVPD" s2=6.01 e_above_lowest_kcal_mol=0.0 e_homo_ha="-0.468 / -0.467" multiplicity=5 homo_lumo_gap_ev="8.0058 / 4.0596" charge=+2
Pd -0.7115 -1.2129 0.5531 -0.059 0.013 -0.098
C 2.5872 0.5468 1.7797 0.006 0.029 -0.010
As 1.6319 -0.4060 0.3820 0.017 -0.028 0.014
C 2.8509 -1.8175 -0.1082 -0.008 -0.015 -0.019
C 1.6576 0.6923 -1.2414 0.003 0.051 0.028
C 1.0764 2.1197 -1.2245 -0.023 -0.012 0.007
C 0.6720 2.4926 -2.6541 0.005 0.022 0.028
C -0.1352 2.3034 -0.2815 0.031 -0.014 -0.035
As -1.5761 0.9673 -0.2399 -0.004 -0.026 0.045
C -2.8285 1.8660 0.9230 -0.005 -0.006 0.024
C -2.4405 0.9645 -1.9669 0.014 -0.005 -0.010
C 2.1264 3.1345 -0.6938 0.041 -0.024 0.000
As 3.5820 3.6548 -1.8779 -0.033 0.009 -0.008
C 4.6163 2.2557 -2.6902 0.043 -0.002 0.014
C 3.0697 4.9702 -3.1760 0.029 0.054 0.000
H 2.0445 1.4385 2.0900 0.006 0.003 0.013
H 3.5926 0.8122 1.4520 0.002 0.001 0.000
H 2.6621 -0.1184 2.6390 0.007 -0.003 0.001
H 3.8422 -1.4165 -0.3164 0.003 0.006 0.004
H 2.4431 -2.3114 -0.9877 0.005 0.000 0.005
H 2.9117 -2.5332 0.7095 0.007 -0.001 0.003
H 1.0753 0.0656 -1.9234 0.001 -0.005 -0.005
H 2.6820 0.7030 -1.6218 -0.007 -0.005 -0.005
H -0.1414 1.8615 -3.0057 -0.007 -0.009 -0.001
H 1.5015 2.3442 -3.3519 -0.011 -0.015 -0.006
H 0.3425 3.5329 -2.7159 0.000 -0.007 -0.009
H -0.6044 3.2700 -0.4841 0.005 0.006 -0.005
H 0.1970 2.3318 0.7616 0.003 -0.001 0.008
H -3.0791 2.8484 0.5247 -0.002 0.000 -0.004
H -2.3955 1.9591 1.9178 -0.004 -0.002 0.000
H -3.7280 1.2565 0.9896 -0.006 0.004 0.004
H -2.5748 1.9801 -2.3364 0.001 0.003 -0.004
H -3.4150 0.4948 -1.8403 -0.002 -0.001 -0.002
H -1.8526 0.3657 -2.6595 -0.014 0.011 -0.013
H 2.6025 2.7744 0.2190 -0.016 -0.004 0.011
H 1.6570 4.0932 -0.4605 -0.019 -0.002 0.000
H 5.0092 1.5990 -1.9176 0.004 -0.018 -0.014
H 5.4392 2.7267 -3.2256 0.002 -0.019 -0.008
H 3.9931 1.6957 -3.3889 -0.014 0.013 -0.004
H 2.4883 5.7457 -2.6821 -0.007 0.005 -0.018
H 2.4803 4.4921 -3.9595 0.015 -0.007 0.014
H 3.9743 5.4003 -3.6022 -0.011 0.011 -0.012
C -2.3669 -2.8662 -1.7851 0.022 0.007 -0.022
C -0.8477 -2.9794 -1.8861 -0.036 -0.024 0.010
C -0.4177 -3.0642 -3.3502 -0.006 -0.011 -0.006
C -0.3290 -4.1876 -1.1107 0.010 0.024 -0.013
O -0.2400 -1.7979 -1.3874 0.052 0.040 0.067
H -2.8545 -3.7655 -2.1619 -0.007 0.001 0.009
H -2.7234 -2.0154 -2.3690 0.004 -0.023 0.005
H -2.6796 -2.7282 -0.7451 -0.014 -0.008 -0.001
H -0.8318 -3.9629 -3.8083 0.006 0.002 -0.013
H 0.6695 -3.1082 -3.4268 -0.006 -0.007 0.004
H -0.7762 -2.1973 -3.9067 -0.007 0.002 0.001
H -0.7962 -5.1107 -1.4542 -0.003 -0.004 0.004
H -0.5392 -4.0775 -0.0430 0.008 -0.013 0.003
H 0.7507 -4.2845 -1.2354 -0.007 0.000 0.002
C -1.7454 0.3340 5.7879 0.017 0.023 -0.011
C -0.9007 0.7311 4.7293 -0.018 0.001 0.029
C -0.8293 -0.0136 3.5865 0.001 -0.025 -0.007
C -1.5930 -1.1992 3.4372 0.026 0.040 -0.017
C -1.5933 -2.0192 2.2785 -0.011 0.023 0.063
C -2.2966 -3.1805 2.1849 -0.016 -0.032 -0.037
C -3.1226 -3.5704 3.2684 -0.004 -0.007 -0.013
C -3.1859 -2.8007 4.3911 0.000 0.025 0.017
C -2.4319 -1.6050 4.5084 -0.004 -0.017 0.000
C -2.4871 -0.8054 5.6769 -0.023 -0.022 -0.001
H -1.7961 0.9314 6.6878 0.003 -0.001 -0.003
H -0.3018 1.6270 4.8342 -0.003 -0.001 0.000
H -0.1634 0.2884 2.7847 0.006 -0.001 -0.010
H -2.2556 -3.8113 1.3056 0.006 -0.002 0.013
H -3.6960 -4.4844 3.1921 0.003 0.001 -0.004
H -3.8128 -3.1004 5.2216 0.003 0.003 0.000
H -3.1328 -1.1195 6.4875 0.002 -0.004 -0.003